C18H19IrN4S3Si | ωB97M-V/def2-TZVPD

Each line ends with the natural charge from an NBO analysis.
Element x y z (Å)
Ir 0.163 0.060 0.133  0.132
S 1.861 0.789 1.370  0.168
C 1.581 -0.156 2.814  -0.218
C 1.956 0.312 4.072  -0.152
C 1.685 -0.452 5.194  -0.136
C 1.969 0.079 6.495  0.251
N 2.172 0.520 7.535  -0.231
C 1.085 -1.719 5.057  -0.058
C 0.761 -2.204 3.804  -0.174
C 0.973 -1.409 2.681  -0.213
S 0.471 -1.938 1.096  0.119
C 0.737 -2.497 6.209  0.235
N 0.393 -3.134 7.100  -0.235
H 2.429 1.279 4.181  0.249
H 0.304 -3.181 3.709  0.248
N -1.615 2.557 1.970  -0.744
C -1.984 1.425 1.402  0.372
S -1.718 1.249 -0.349  -0.092
N -2.492 0.412 2.079  -0.560
C -2.659 0.289 3.497  0.175
C -3.057 1.352 4.298  -0.288
C -3.142 1.164 5.671  -0.172
C -2.855 -0.071 6.233  -0.187
C -2.511 -1.139 5.417  -0.169
C -2.412 -0.962 4.047  -0.251
H -1.184 3.268 1.401  0.439
H -1.672 2.696 2.968  0.432
H -2.623 -0.435 1.541  0.439
H -3.369 2.298 3.874  0.223
H -3.451 1.988 6.299  0.237
H -2.917 -0.208 7.304  0.242
H -2.310 -2.110 5.851  0.242
H -2.131 -1.786 3.402  0.224
C 0.935 1.409 -2.961  -1.154
Si 1.102 -0.213 -2.051  1.611
C 2.883 -0.706 -1.810  -1.153
C 0.073 -1.585 -2.795  -1.157
H 1.436 1.290 -3.927  0.264
H 1.420 2.233 -2.438  0.255
H -0.103 1.678 -3.158  0.249
H 3.347 -0.875 -2.787  0.258
H 2.964 -1.631 -1.239  0.256
H 3.450 0.073 -1.303  0.254
H 0.512 -1.814 -3.772  0.266
H -0.967 -1.304 -2.962  0.253
H 0.106 -2.498 -2.201  0.254

Results
**Charge**: +1
**E_HOMO (spin up / spin down)**: -11.2 / -11.8 eV
**Calculated total energy**: -2504.5694 a.u.
**LUMO (spin up / spin down)**: -0.173 / -0.203 hartree
**Largest force on an atom**: 0.0077 Eh/bohr
**Spin multiplicity**: 2
**⟨S²⟩**: 0.76
**Relative energy (zero: lowest compared OMol25 entry of this formula, charge and spin)**: 0.000 eV


C18H19MnN9SSi | ωB97M-V/def2-TZVPD

Each line ends with the natural charge from an NBO analysis.
Element x y z (Å)
Mn 0.026 0.108 -0.830  1.437
C 0.838 5.730 -0.737  -0.669
C 1.758 4.587 -0.944  0.365
N 3.045 4.644 -1.034  -0.246
N 3.435 3.345 -1.216  -0.368
C 2.425 2.470 -1.239  0.237
S 2.464 0.804 -1.460  -0.245
N 1.334 3.277 -1.058  -0.238
N 0.049 2.766 -0.981  -0.649
H 1.418 6.648 -0.734  0.261
H 0.310 5.644 0.214  0.243
H 0.094 5.779 -1.532  0.248
H 4.408 3.119 -1.335  0.435
H -0.456 2.907 -1.851  0.399
H -0.464 3.190 -0.215  0.400
N -0.282 1.094 6.654  -0.244
C -0.230 0.984 5.513  0.252
C -0.165 0.853 4.081  -0.101
C -1.319 0.618 3.344  -0.194
C -1.201 0.501 1.972  0.064
N -0.031 0.612 1.338  -0.529
C 1.076 0.830 2.053  0.051
C 1.058 0.960 3.428  -0.193
H -2.283 0.527 3.823  0.251
H -2.071 0.313 1.354  0.226
H 2.002 0.883 1.493  0.224
H 1.971 1.132 3.978  0.245
N -1.834 0.797 -1.522  -0.664
C -2.916 1.217 -1.426  0.481
C -4.075 1.939 -1.244  -0.588
C -3.854 3.241 -0.730  0.317
N -3.549 4.275 -0.315  -0.403
C -5.354 1.425 -1.567  0.291
N -6.393 1.003 -1.830  -0.336
C 1.196 -5.466 -2.712  -1.101
Si 0.556 -4.981 -1.023  1.594
C -1.102 -5.787 -0.709  -1.101
C 1.778 -5.506 0.295  -1.100
C 0.362 -3.160 -0.959  -0.568
C 0.242 -1.944 -0.931  -0.608
H 1.314 -6.549 -2.792  0.231
H 2.165 -5.002 -2.906  0.238
H 0.508 -5.140 -3.494  0.240
H -1.028 -6.876 -0.754  0.231
H -1.835 -5.464 -1.450  0.241
H -1.484 -5.513 0.277  0.237
H 1.921 -6.589 0.292  0.231
H 1.426 -5.213 1.286  0.236
H 2.749 -5.034 0.132  0.237

Results
**E_HOMO (spin up / spin down)**: -8.4 / -8.5 eV
**Calculated total energy**: -3028.7668 a.u.
**LUMO (spin up / spin down)**: -0.048 / -0.050 hartree
**Largest force on an atom**: 0.0075 Eh/bohr
**Spin multiplicity**: 6
**⟨S²⟩**: 8.76
**Relative energy (zero: lowest compared OMol25 entry of this formula, charge and spin)**: 0.279 eV


C18H19N3O | ωB97M-V/def2-TZVPD

Each line ends with the natural charge from an NBO analysis.
Element x y z (Å)
C -2.762 -3.965 0.691  -0.591
C -2.505 -2.505 0.232  -0.333
H -2.599 -2.278 -0.870  0.250
C -1.258 -1.939 0.653  -0.141
N -1.327 -0.627 0.417  -0.554
C -1.608 0.145 -0.526  0.665
O -1.814 -0.408 -1.501  -0.656
C -1.560 1.740 -0.483  -0.042
C -2.783 2.452 -0.502  -0.239
C -2.707 3.739 -0.146  -0.140
C -1.629 4.639 0.211  -0.213
C -0.479 3.844 0.119  -0.112
C -0.320 2.204 -0.184  -0.055
C 0.955 1.776 -0.047  0.328
N 1.932 1.958 0.569  -0.475
C 2.866 1.065 0.488  0.176
C 4.255 0.782 0.934  -0.225
C 4.977 -0.097 0.422  -0.223
C 4.666 -0.763 -0.755  -0.202
C 3.265 -0.691 -1.104  -0.237
C 2.443 0.247 -0.774  0.071
N 1.089 0.747 -0.787  -0.516
H 0.589 0.403 -1.599  0.427
H 2.880 -1.327 -1.844  0.197
H 5.220 -1.460 -1.323  0.218
H 6.098 -0.164 0.711  0.212
H 4.577 1.398 1.676  0.211
H 0.591 4.402 0.431  0.214
H -1.664 5.460 0.529  0.177
H -3.644 4.290 -0.105  0.197
H -3.632 2.015 -0.700  0.221
H -1.217 0.062 1.279  0.381
C -0.108 -2.424 -0.101  -0.612
H -0.318 -2.407 -1.202  0.228
H -0.081 -3.600 0.044  0.210
H 0.831 -1.787 0.228  0.234
H -1.135 -2.122 1.570  0.200
H -3.457 -1.900 0.980  0.159
H -2.687 -4.064 1.692  0.198
H -2.209 -4.454 0.171  0.182
H -3.730 -4.387 0.506  0.209

Results
**E_HOMO**: -7.9 eV
**Calculated total energy**: -936.3586 a.u.
**LUMO**: 0.001 hartree
**Largest force on an atom**: 0.3663 Eh/bohr
**Relative energy (zero: lowest compared OMol25 entry of this formula, charge and spin)**: 14.132 eV


C18H19N3O2S | ωB97M-V/def2-TZVPD

Each line ends with the natural charge from an NBO analysis.
Element x y z (Å)
C -3.179 3.524 0.258  -0.414
N -2.146 2.537 0.138  -0.432
C -2.400 1.325 -0.424  0.610
O -3.400 1.226 -1.140  -0.594
C -1.670 0.077 -0.276  -0.230
C -0.928 -0.522 -1.311  -0.173
C -0.255 -1.780 -0.894  -0.247
C 0.619 -2.702 -1.658  0.680
O 1.156 -2.384 -2.657  -0.573
N 0.818 -3.976 -1.111  -0.430
C 1.516 -4.897 -1.868  0.050
C 1.798 -6.117 -1.378  -0.274
C 1.565 -6.400 0.023  -0.182
C 0.814 -5.590 0.795  -0.215
C 0.405 -4.238 0.199  0.425
N -0.159 -3.355 0.968  -0.503
C -0.565 -2.130 0.382  0.037
S -1.476 -0.922 1.225  0.427
C -0.823 3.012 0.548  -0.046
C -0.181 2.102 1.636  -0.408
C 1.090 2.739 2.123  -0.395
C 1.871 3.313 1.009  -0.420
C 1.512 2.872 -0.408  -0.392
C -0.015 3.169 -0.698  -0.406
H -2.874 4.518 0.005  0.197
H -4.102 3.404 -0.336  0.244
H -3.611 3.553 1.245  0.193
H -0.959 -0.088 -2.285  0.241
H 1.848 -4.635 -2.836  0.246
H 2.285 -6.863 -1.982  0.230
H 1.882 -7.291 0.507  0.222
H 0.588 -5.739 1.891  0.247
H -0.876 3.996 0.958  0.209
H 0.143 1.201 1.252  0.211
H -0.860 2.090 2.543  0.220
H 0.861 3.571 2.827  0.197
H 1.709 2.035 2.763  0.205
H 2.885 3.011 1.266  0.217
H 1.762 4.427 1.006  0.193
H 2.093 3.455 -1.171  0.215
H 1.688 1.835 -0.479  0.198
H -0.115 4.148 -1.107  0.206
H -0.314 2.490 -1.545  0.212

Results
**E_HOMO**: -8.2 eV
**Calculated total energy**: -1410.1994 a.u.
**LUMO**: 0.001 hartree
**Largest force on an atom**: 0.0904 Eh/bohr
**Relative energy (zero: lowest compared OMol25 entry of this formula, charge and spin)**: 3.351 eV


Please write out number 2 again, unchanged.
C18H19MnN9SSi | ωB97M-V/def2-TZVPD

Each line ends with the natural charge from an NBO analysis.
Element x y z (Å)
Mn 0.026 0.108 -0.830  1.437
C 0.838 5.730 -0.737  -0.669
C 1.758 4.587 -0.944  0.365
N 3.045 4.644 -1.034  -0.246
N 3.435 3.345 -1.216  -0.368
C 2.425 2.470 -1.239  0.237
S 2.464 0.804 -1.460  -0.245
N 1.334 3.277 -1.058  -0.238
N 0.049 2.766 -0.981  -0.649
H 1.418 6.648 -0.734  0.261
H 0.310 5.644 0.214  0.243
H 0.094 5.779 -1.532  0.248
H 4.408 3.119 -1.335  0.435
H -0.456 2.907 -1.851  0.399
H -0.464 3.190 -0.215  0.400
N -0.282 1.094 6.654  -0.244
C -0.230 0.984 5.513  0.252
C -0.165 0.853 4.081  -0.101
C -1.319 0.618 3.344  -0.194
C -1.201 0.501 1.972  0.064
N -0.031 0.612 1.338  -0.529
C 1.076 0.830 2.053  0.051
C 1.058 0.960 3.428  -0.193
H -2.283 0.527 3.823  0.251
H -2.071 0.313 1.354  0.226
H 2.002 0.883 1.493  0.224
H 1.971 1.132 3.978  0.245
N -1.834 0.797 -1.522  -0.664
C -2.916 1.217 -1.426  0.481
C -4.075 1.939 -1.244  -0.588
C -3.854 3.241 -0.730  0.317
N -3.549 4.275 -0.315  -0.403
C -5.354 1.425 -1.567  0.291
N -6.393 1.003 -1.830  -0.336
C 1.196 -5.466 -2.712  -1.101
Si 0.556 -4.981 -1.023  1.594
C -1.102 -5.787 -0.709  -1.101
C 1.778 -5.506 0.295  -1.100
C 0.362 -3.160 -0.959  -0.568
C 0.242 -1.944 -0.931  -0.608
H 1.314 -6.549 -2.792  0.231
H 2.165 -5.002 -2.906  0.238
H 0.508 -5.140 -3.494  0.240
H -1.028 -6.876 -0.754  0.231
H -1.835 -5.464 -1.450  0.241
H -1.484 -5.513 0.277  0.237
H 1.921 -6.589 0.292  0.231
H 1.426 -5.213 1.286  0.236
H 2.749 -5.034 0.132  0.237

Results
**E_HOMO (spin up / spin down)**: -8.4 / -8.5 eV
**Calculated total energy**: -3028.7668 a.u.
**LUMO (spin up / spin down)**: -0.048 / -0.050 hartree
**Largest force on an atom**: 0.0075 Eh/bohr
**Spin multiplicity**: 6
**⟨S²⟩**: 8.76
**Relative energy (zero: lowest compared OMol25 entry of this formula, charge and spin)**: 0.279 eV


Question: Which value of relative energy (zero: lowest compared OMol25 entry of this formula, charge and spin) does entry 2 give?
Answer: 0.279 eV